[1]
{
  "formula": "ClMg2",
  "method": "the ωB97M-V functional and the def2-TZVPD basis",
  "elements": ["Cl", "Mg", "Mg"],
  "xyz": [[4.880, -13.508, 8.768], [2.936, -12.444, 9.014], [5.347, -15.648, 7.954]],
  "forces_ev_per_angstrom": [[0.4, -0.6, -0.2], [-0.9, 0.9, 0.3], [0.5, -0.3, -0.1]],
  "max_force_ha_per_bohr": 0.025,
  "charge": 3,
  "total_energy_ha": -859.1288,
  "molar_mass_da": 84.06
}

***

[2]
{
  "formula": "ClN3O13Tl3",
  "method": "the ωB97M-V functional and the def2-TZVPD basis",
  "elements": ["Tl", "Tl", "Tl", "Cl", "O", "O", "O", "O", "O", "O", "O", "O", "O", "O", "O", "O", "O", "N", "N", "N"],
  "xyz": [[2.407, -1.344, -4.112], [-0.655, 7.523, 1.482], [-6.873, 0.488, -1.393], [2.110, -2.479, 2.176], [-1.277, 2.955, -0.256], [-2.133, -2.784, -3.445], [2.654, 3.726, 2.238], [-2.331, 1.249, -0.981], [-0.450, 1.596, -1.666], [-3.206, -4.583, -3.625], [-4.188, -2.679, -3.651], [4.269, 2.527, 2.685], [2.544, 2.231, 3.802], [1.077, -2.062, 3.008], [2.290, -1.615, 1.029], [1.692, -3.745, 1.658], [3.431, -2.426, 2.826], [-3.147, -3.334, -3.712], [3.116, 2.841, 2.883], [-1.333, 1.916, -0.946]],
  "forces_ev_per_angstrom": [[0.4, -0.1, -0.4], [-0.1, 0.5, 0.1], [-0.5, 0.1, 0.0], [1.9, -0.6, -0.4], [0.1, -1.3, -0.5], [2.0, 0.7, -0.7], [-0.9, 0.5, -0.3], [-1.8, -0.8, 0.7], [2.8, -0.5, -1.3], [-0.1, 1.8, -1.2], [0.4, -0.8, -1.2], [0.7, -0.6, 0.1], [0.5, 0.6, -1.2], [-0.9, 0.9, 1.6], [0.1, 0.0, -0.1], [0.7, -0.3, -0.2], [-1.9, -0.3, -0.7], [-2.4, -2.0, 3.0], [-0.1, -0.5, 1.6], [-1.0, 2.5, 1.1]],
  "max_force_ha_per_bohr": 0.083,
  "charge": 5,
  "total_energy_ha": -2116.5229,
  "molar_mass_da": 898.61
}

***

[3]
{
  "formula": "ClNO3",
  "method": "the ωB97M-V functional and the def2-TZVPD basis",
  "elements": ["Cl", "O", "O", "O", "N"],
  "xyz": [[-1.486, -2.951, 0.712], [-0.236, -0.335, -0.161], [-0.253, 1.859, -0.093], [1.621, 0.667, -0.354], [0.354, 0.761, -0.104]],
  "forces_ev_per_angstrom": [[-0.4, -0.7, 0.2], [-0.6, 1.5, 1.0], [0.5, 0.0, 0.8], [-0.5, 1.7, 1.1], [1.0, -2.5, -3.0]],
  "max_force_ha_per_bohr": 0.079,
  "charge": -2,
  "total_energy_ha": -740.5523,
  "molar_mass_da": 97.46
}